Entry 1:
This record from the Open Molecules 2025 dataset describes 2 unconnected molecules or ions with the total composition C2H4Cl2OS in a non-equilibrium geometry. The level of theory is ωB97M-V/def2-TZVPD.

Output
Energy relative to the best compared isomer or geometry (same formula, charge and spin) (eV): 1.070
HOMO energy (eV): -8.798
Kohn-Sham gap (eV): 9.415
E_tot (eV): -40064.4222

Last column: Löwdin charge in e.
Atoms and positions in Å:
C -1.7670 -0.3933 -0.1561  -0.07
C -1.1423 0.7640 -0.2621  -1.25
Cl -0.6852 1.7373 1.0272  0.68
Cl -0.6568 1.4809 -1.7785  0.62
H -2.0211 -1.0895 -0.9723  0.08
H -2.0505 -0.6990 0.8111  0.05
O 2.0469 0.1879 -0.1277  -0.62
S 3.6152 0.7239 0.0502  0.66
H 1.4578 0.8864 -0.4980  -0.05
H 4.3779 -0.4446 -0.3660  -0.09



Entry 2:
This record from the Open Molecules 2025 dataset describes CH4NO3P in the gas phase in a non-equilibrium geometry. The level of theory is ωB97M-V/def2-TZVPD.

Output
Energy relative to the best compared isomer or geometry (same formula, charge and spin) (eV): 5.886
HOMO energy (eV): -8.964
Kohn-Sham gap (eV): 9.581
E_tot (eV): -18018.9321

Last column: Löwdin charge in e.
Atoms and positions in Å:
O 0.2357 0.5585 2.1638  -0.06
N -0.1752 0.7826 0.6071  -0.19
C 0.6664 0.3985 -0.4639  -0.31
P -0.8972 -0.0658 -1.5742  0.94
O -0.8277 -1.6342 -1.6912  -0.31
O -1.2544 -0.1011 0.1598  -0.36
H 0.2510 1.4198 2.5856  0.05
H 1.4380 1.2198 -0.6499  0.10
H 1.1175 -0.5284 -0.2970  0.05
H -0.5543 -2.0495 -0.8400  0.09



Entry 3:
This record from the Open Molecules 2025 dataset describes a molecular structure, C5H4ClNO2S in a non-equilibrium geometry. The level of theory is ωB97M-V/def2-TZVPD.

Output
Energy relative to the best compared isomer or geometry (same formula, charge and spin) (eV): 0.000
HOMO energy (eV): -8.391
Kohn-Sham gap (eV): 8.192
E_tot (eV): -34190.2160

Last column: Löwdin charge in e.
Atoms and positions in Å:
C -2.1379 -0.4029 -0.5041  -0.10
C -2.5670 0.8389 -0.4256  -0.32
C -0.7639 -0.5661 0.0268  -0.59
C 1.5753 0.6566 0.0943  -0.26
C 2.2808 -0.5129 0.5034  -0.46
N -0.2623 0.5827 0.5930  -0.30
O -0.1609 -1.6210 0.1060  0.00
O 1.6505 1.6727 -0.4787  0.16
S -1.2712 1.8626 0.2934  0.94
Cl 3.9728 -0.8072 -0.1640  0.58
H -2.7009 -1.2249 -0.9889  0.13
H -3.4129 1.4235 -0.7453  0.07
H 1.6550 -1.2692 0.1227  0.04
H 2.1424 -0.6328 1.5669  0.12



Entry 4:
This record from the Open Molecules 2025 dataset describes C2H2NPS in the gas phase in a non-equilibrium geometry. The level of theory is ωB97M-V/def2-TZVPD.

Output
Energy relative to the best compared isomer or geometry (same formula, charge and spin) (eV): 0.000
HOMO energy (eV): -9.458
Kohn-Sham gap (eV): 9.192
E_tot (eV): -23720.3487

Last column: Löwdin charge in e.
Atoms and positions in Å:
C 0.5410 -0.6036 -0.0064  -0.42
C 0.5172 0.7412 -0.0066  -0.39
N -0.6006 -1.3120 -0.0044  -0.39
P -1.9894 -0.5493 0.0081  0.58
S -1.2415 1.4092 0.0011  0.49
H 1.4700 -1.1529 -0.0062  0.10
H 1.3032 1.4674 0.0144  0.04



Entry 5:
This record from the Open Molecules 2025 dataset describes a molecular structure, C16H22BN7Pt in a non-equilibrium geometry. The level of theory is ωB97M-V/def2-TZVPD.

Output
Energy relative to the best compared isomer or geometry (same formula, charge and spin) (eV): 0.133
HOMO energy (alpha / beta) (eV): -21.865 / -21.407
Kohn-Sham gap (alpha / beta) (eV): 6.037 / 2.933
Net charge: +4
E_tot (eV): -31251.9917
Spin multiplicity: 5

Last column: Löwdin charge in e.
Atoms and positions in Å:
C 1.7294 -0.8610 2.7627  -0.04
N 1.3030 -1.4067 1.6115  -0.09
N 1.4971 -2.7678 1.6479  0.05
C 2.1033 -3.0542 2.8194  0.11
C 2.1841 -1.8861 3.5744  0.11
B 1.0667 -3.6056 0.3941  -0.37
N -0.4146 -3.1289 0.1472  0.00
N -0.6895 -1.7974 -0.0535  -0.15
C -1.9884 -1.6541 -0.3920  -0.03
C -2.5553 -2.9204 -0.3918  0.04
C -1.5608 -3.8197 -0.0186  0.06
Pt 0.6900 -0.3364 0.0251  1.48
N 1.8220 -2.9930 -0.8495  0.04
N 1.6262 -1.6673 -1.1537  -0.11
C 2.2455 -1.3702 -2.3122  -0.04
C 2.8811 -2.5247 -2.7503  0.10
C 2.6140 -3.5217 -1.8111  0.10
H 2.1494 -0.3695 -2.7106  0.14
H 2.8904 -4.5655 -1.7751  0.18
H 3.4281 -2.6344 -3.6679  0.15
H 1.2301 -4.7923 0.4509  0.15
H -1.5729 -4.8879 0.1490  0.17
H 2.4286 -4.0580 3.0199  0.18
H -3.5676 -3.1636 -0.6466  0.14
H 2.5375 -1.7889 4.5823  0.16
H -2.3954 -0.6763 -0.5934  0.13
H 1.6581 0.2030 2.8852  0.14
H -0.7583 0.8765 -2.6474  -0.02
C -1.6630 1.4948 -2.6974  -0.04
H -2.3936 0.9997 -3.3391  0.05
H -2.0918 1.6385 -1.7008  0.02
H -1.4038 2.4649 -3.1257  0.05
C 0.3857 2.7771 0.0558  0.04
C 1.7955 2.3876 0.2017  -0.22
C 2.9375 3.1949 0.3838  0.21
C 4.0513 2.3336 0.4419  0.20
C 3.5662 1.0082 0.2918  -0.19
C 4.4125 -0.1917 0.3420  0.04
N 2.1922 1.0885 0.1620  -0.01
H -0.2878 2.0802 0.5843  0.10
H 0.0974 2.7960 -1.0056  0.11
H 0.2541 3.7933 0.4431  0.14
H 2.9044 4.2762 0.4473  0.18
H 5.0960 2.6013 0.5789  0.18
H 5.1972 -0.0813 -0.4247  0.14
H 4.9048 -0.2305 1.3242  0.14
H 3.9090 -1.1495 0.1855  0.08



Entry 6:
This record from the Open Molecules 2025 dataset describes a molecular structure, C28H32B3MnO36 in a non-equilibrium geometry. The level of theory is ωB97M-V/def2-TZVPD.

Output
HOMO energy (eV): -7.803
Kohn-Sham gap (eV): 9.488
Net charge: -1
E_tot (eV): -136637.1989
Spin multiplicity: 6

Last column: Löwdin charge in e.
Atoms and positions in Å:
Mn 0.0230 0.2809 -0.5018  0.99
O -0.1243 3.8378 7.6707  0.16
C 0.3743 3.1795 6.8163  -0.40
O 0.3656 3.4327 5.5206  0.24
B 1.0092 2.3350 4.7845  -0.85
O 1.4589 1.3849 5.8224  0.21
C 1.1347 1.8472 7.0292  -0.39
O 1.4093 1.3380 8.0688  0.16
O 2.1249 2.8203 3.9879  0.26
C 2.0415 2.3770 2.7507  -0.38
O 2.8072 2.5102 1.8491  0.17
C 0.7084 1.6269 2.6636  -0.37
O 0.1380 1.5716 3.8197  0.27
O 0.3030 1.1205 1.6448  0.10
O -6.3756 5.2329 2.3834  0.16
C -5.9385 4.5018 1.5517  -0.40
O -4.6764 4.3291 1.2098  0.23
B -4.5832 3.4410 0.0291  -0.83
O -5.9809 3.0553 -0.2820  0.21
C -6.7975 3.6500 0.5964  -0.38
O -7.9783 3.4725 0.6201  0.15
O -3.9620 4.1821 -1.0952  0.25
C -2.7983 3.6595 -1.3822  -0.38
O -1.9808 4.0481 -2.1635  0.16
C -2.6500 2.4053 -0.4813  -0.33
O -3.7006 2.2784 0.2836  0.28
O -1.6957 1.6680 -0.5002  0.09
O 0.5423 -1.6761 -2.1572  0.13
C 0.6287 -2.8658 -2.0928  -0.38
O 1.5164 -3.6107 -1.4776  0.22
B 1.2011 -5.0505 -1.7113  -0.88
O 0.0193 -5.0507 -2.6028  0.25
C -0.3661 -3.8044 -2.8056  -0.39
O -1.3613 -3.4025 -3.3395  0.15
O 0.9719 -5.7605 -0.4571  0.19
C 2.0421 -6.5201 -0.1947  -0.37
O 2.1404 -7.1587 0.8086  0.16
C 2.9973 -6.4048 -1.3884  -0.40
O 2.3732 -5.7075 -2.3173  0.24
O 4.0634 -6.9290 -1.5029  0.16
C 1.4568 5.2516 -0.8625  -0.05
C 1.5439 4.2600 -2.0151  -0.18
O 2.6941 3.4108 -1.8779  0.06
C 2.5079 2.2166 -1.3745  -0.56
O 1.4738 1.8067 -0.9319  0.09
O 3.5850 1.4454 -1.4552  0.03
C 4.7318 1.8090 -2.1846  -0.04
H 0.9579 4.9147 0.0468  0.08
H 0.8290 6.0650 -1.2340  0.08
H 2.4517 5.5730 -0.5555  0.08
H 1.7016 4.7933 -2.9531  0.12
H 0.5582 3.8110 -2.1573  0.10
H 5.5845 1.3351 -1.6961  0.10
H 4.9737 2.8700 -2.2327  0.10
H 4.6639 1.4046 -3.1970  0.10
C -4.3483 0.0565 -4.0404  -0.05
C -3.0012 0.1087 -3.3326  -0.15
O -2.1930 1.1349 -3.9590  0.05
C -0.9765 1.2505 -3.5078  -0.58
O -0.4900 0.6405 -2.5991  0.06
O -0.2304 2.1214 -4.1904  0.03
C -0.7681 2.9364 -5.1959  -0.05
H -5.2073 -0.0360 -3.3728  0.08
H -4.3997 -0.7763 -4.7367  0.08
H -4.5666 1.0142 -4.5210  0.08
H -2.5386 -0.8454 -3.5789  0.12
H -3.1366 0.2270 -2.2620  0.12
H -0.4303 2.6358 -6.1948  0.10
H -0.3247 3.9354 -5.1490  0.09
H -1.8506 3.0271 -5.1889  0.10
C -0.5660 -4.9177 1.9588  -0.03
C -0.7324 -3.7113 1.0567  -0.13
O -1.6780 -2.8387 1.7529  0.05
C -1.9632 -1.6798 1.2174  -0.57
O -1.3225 -1.1762 0.3152  0.07
O -2.9591 -1.0458 1.7719  0.07
C -3.8594 -1.7372 2.6200  -0.03
H -0.0294 -5.6926 1.4031  0.06
H -1.5199 -5.3589 2.2440  0.09
H 0.0494 -4.7947 2.8495  0.08
H -1.2147 -3.8663 0.0913  0.14
H 0.2118 -3.2031 0.8819  0.11
H -3.4275 -2.3762 3.3916  0.10
H -4.4565 -2.4547 2.0505  0.10
H -4.5373 -1.0434 3.1032  0.10
C 5.0516 -3.1880 -0.1517  -0.04
C 3.9593 -2.1197 -0.1413  -0.19
O 3.2663 -2.1883 1.0999  0.07
C 2.1511 -1.5295 1.2482  -0.58
O 1.5851 -0.8901 0.3940  0.07
O 1.6497 -1.5933 2.4664  0.02
C 2.3831 -2.1520 3.5586  0.00
H 5.9627 -2.7791 0.2934  0.07
H 5.2736 -3.4579 -1.1809  0.08
H 4.8197 -4.0281 0.5008  0.08
H 3.2858 -2.1885 -0.9956  0.11
H 4.4070 -1.1370 -0.3233  0.12
H 1.8337 -1.8704 4.4552  0.10
H 3.4021 -1.7877 3.6537  0.11
H 2.2972 -3.2363 3.4669  0.10